Run a
Below is a 10-piece molecular cluster, C10H40N20O10 overall, with properties calculated with ωB97M-V with the def2-TZVPD basis set.

## Properties
SMILES = NC(N)=O.NC(N)=O.NC(N)=O.NC(N)=O.NC(N)=O.NC(N)=O.NC(N)=O.NC(N)=O.NC(N)=O.NC(N)=O
HOMO = -0.34597 hartree
LUMO = -0.16 eV

Last column: Löwdin charge in e.
Element x y z (Å)
O  -7.7067  -2.8378  4.6717  -0.0068
O  -3.5633  2.3935  2.4970  0.0084
O  1.1734  1.7155  7.2090  0.1009
O  1.5550  -1.2317  -1.2608  -0.0305
O  -2.5569  -5.8945  -2.5635  0.0139
O  3.4131  -5.4423  1.4126  0.0288
O  1.8445  0.8093  -5.8560  0.0248
O  2.7426  7.4187  -4.2138  0.0747
O  -3.3362  4.2691  -3.2899  0.0291
O  8.0846  0.4655  -0.8385  0.0259
N  4.1983  -5.5470  -0.7170  0.1766
N  -6.3073  -2.1411  3.0415  0.1488
N  1.9495  5.4706  -3.6923  0.1502
N  -2.4205  -5.9847  -0.4292  0.1804
N  -5.5147  2.7448  3.4331  0.1414
N  -2.3715  -7.8479  -1.5297  0.1641
N  4.7561  -7.0264  0.8131  0.1345
N  -4.9510  5.8264  -3.1463  0.1543
N  3.9334  0.9338  -5.1681  0.1771
N  0.8861  -0.2884  8.1166  0.1497
N  1.0804  -0.1512  6.0062  0.1404
N  4.0316  5.7337  -3.3973  0.1431
N  -5.1651  4.0863  -1.9734  0.1284
N  -7.8706  -3.5332  2.5576  0.1689
N  3.3290  1.9372  -7.0386  0.1461
N  -0.2194  0.0721  -1.1559  0.1684
N  -0.0744  -1.5402  0.3390  0.1555
N  8.1747  2.3979  0.2368  0.1630
N  6.2834  1.4954  -0.1135  0.1639
N  -3.8317  3.1520  4.6853  0.1579
C  0.4445  -0.9414  -0.7409  -0.7546
C  -4.2087  2.7660  3.4769  -0.7467
C  3.0011  1.1673  -5.9951  -0.8092
C  -4.3419  4.7429  -2.7707  -0.7635
C  7.5424  1.4215  -0.3065  -0.8314
C  -2.4452  -6.5360  -1.5226  -0.8446
C  -7.3139  -2.8751  3.4845  -0.7719
C  1.0655  0.5655  7.1456  -0.8160
C  4.0481  -5.9386  0.5134  -0.7893
C  2.9276  6.2831  -3.9331  -0.8040
H  3.8536  -4.6068  -0.8484  0.1273
H  -4.7666  3.4197  -1.3277  0.1091
H  4.9268  -5.9992  -1.2509  0.1140
H  4.2220  2.2622  -7.3807  0.1016
H  -2.6065  -5.0005  -0.2992  0.1365
H  3.5794  0.4391  -4.3618  0.1310
H  5.5860  -7.2996  0.3064  0.0984
H  -5.9736  -1.3810  3.6168  0.1129
H  -2.9800  2.8122  5.1088  0.1204
H  0.6840  -1.2348  7.8278  0.1019
H  0.2583  0.2611  -2.0255  0.1264
H  -2.4129  -8.2981  -0.6266  0.1034
H  7.6232  3.2278  0.4015  0.1100
H  3.9400  4.7337  -3.5053  0.0917
H  -5.8133  6.0537  -2.6721  0.1110
H  -6.0314  -2.1218  2.0701  0.1019
H  4.8056  6.2900  -3.7313  0.1090
H  -6.1308  4.0204  -2.2616  0.1084
H  -4.5903  3.1882  5.3511  0.0990
H  -1.1592  0.3394  -0.9003  0.1226
H  -8.5963  -4.2260  2.6734  0.1318
H  1.9996  4.5216  -3.3501  0.1117
H  4.6642  -7.3152  1.7765  0.1093
H  1.0060  5.7766  -3.8826  0.1233
H  2.5067  2.1659  -7.5787  0.1089
H  9.1535  2.5618  0.0491  0.1246
H  0.9301  -1.1360  6.1727  0.0860
H  4.8203  1.4004  -5.2932  0.1199
H  1.0969  0.1988  5.0589  0.1131
H  1.0057  0.0133  9.0731  0.1237
H  5.8935  2.1014  0.5942  0.1177
H  -7.4338  -3.5317  1.6469  0.1140
H  -2.0511  -6.4920  0.3621  0.1250
H  -4.7164  6.1484  -4.0744  0.1233
H  -1.0083  -1.2249  0.5595  0.0994
H  -5.9972  3.0165  4.2777  0.0999
H  -2.5722  -8.3454  -2.3855  0.1206
H  0.4772  -2.2361  0.8201  0.1141
H  5.6638  0.9029  -0.6474  0.1262
H  -6.1218  2.4833  2.6694  0.1197

***

Run b
Below is a 10-piece molecular cluster, C10H40N20O10 overall, with properties calculated with ωB97M-V with the def2-TZVPD basis set.

## Properties
SMILES = NC(N)=O.NC(N)=O.NC(N)=O.NC(N)=O.NC(N)=O.NC(N)=O.NC(N)=O.NC(N)=O.NC(N)=O.NC(N)=O
HOMO = -0.32905 hartree
LUMO = -0.25 eV

Last column: Löwdin charge in e.
Element x y z (Å)
O  0.4743  3.0508  1.5627  0.0481
O  -3.9289  -3.8614  -0.4520  0.0935
O  -2.7624  1.9157  1.9849  0.0638
O  4.9430  0.7265  1.7835  0.0418
O  -0.6028  5.6324  -1.8565  0.0580
O  -1.4115  -4.2684  1.3624  0.0400
O  3.3562  -0.9299  -0.6241  0.0516
O  4.1420  -3.8145  1.4508  0.0439
O  0.1138  -0.8459  -0.8200  -0.0047
O  -1.6308  -1.1389  -5.2861  -0.0194
N  2.7559  -4.5868  2.9815  0.1553
N  1.7788  4.2682  2.8427  0.1554
N  -4.7865  2.4658  1.4411  0.1788
N  1.2682  0.7039  0.2961  0.2193
N  2.0364  -3.0895  1.6906  0.1897
N  -2.7452  6.0763  -1.8387  0.1533
N  0.1406  -5.4470  0.3476  0.1799
N  -0.1060  -0.8609  -3.7092  0.1657
N  -1.6904  -2.0503  -3.1527  0.1738
N  -2.0596  4.5571  -0.5616  0.1859
N  2.2604  -2.5608  -1.4501  0.1719
N  -4.9302  -1.9360  -0.2994  0.1498
N  -0.7281  1.1037  -0.3316  0.1909
N  4.2290  -2.2574  -2.2673  0.1857
N  5.3163  2.7704  1.2788  0.1460
N  -4.3148  0.4038  1.8146  0.1649
N  -3.1274  -2.0255  0.6452  0.1577
N  4.1047  1.5789  -0.1484  0.1624
N  -0.8048  -3.7330  -0.6441  0.1975
N  1.0950  5.1865  1.0938  0.1760
C  -1.1683  -1.3939  -4.1402  -0.7722
C  -1.6998  5.4397  -1.4122  -0.8156
C  3.3318  -1.8304  -1.3794  -0.7283
C  -3.8796  1.5942  1.6794  -0.8294
C  -3.9211  -2.7004  -0.1867  -0.8094
C  0.9268  4.1022  1.8687  -0.7141
C  4.7308  1.6415  1.0225  -0.7884
C  0.2579  0.2580  -0.3683  -0.7500
C  -0.7685  -4.4867  0.3824  -0.8133
C  3.0672  -3.8086  2.0102  -0.8130
H  -2.9631  6.5615  -2.6973  0.1254
H  1.4000  -2.2848  -0.9988  0.0532
H  4.0162  2.3269  -0.8212  0.1137
H  2.2188  -3.3968  -2.0154  0.1150
H  -1.5168  -3.0205  -0.7180  0.0698
H  -0.4330  1.8316  0.3034  0.0563
H  -1.5098  3.7128  -0.4902  0.1061
H  5.0439  -1.6640  -2.3313  0.1173
H  -1.0670  -2.1128  -2.3605  0.0540
H  -5.5733  -2.2533  -1.0106  0.1279
H  -3.7934  -0.3311  2.2708  0.1348
H  -1.6646  0.7320  -0.4008  0.1094
H  0.1187  -5.9990  1.1932  0.1201
H  4.0468  -2.8532  -3.0622  0.1135
H  -4.5052  3.4357  1.4596  0.1214
H  0.5813  -5.6505  -0.5380  0.1121
H  -5.3153  0.3450  1.6896  0.1259
H  2.1121  -2.3633  0.9928  0.0864
H  -5.7047  2.2062  1.1100  0.1186
H  -4.7338  -0.9481  -0.2243  0.0889
H  0.2515  -0.0769  -4.2361  0.1318
H  1.9147  -4.6824  3.5323  0.1154
H  -3.5711  6.0457  -1.2581  0.0992
H  5.3043  3.5582  0.6468  0.1051
H  -0.1547  -0.7603  -2.7055  0.0583
H  1.8724  3.5786  3.5747  0.1269
H  -3.4913  -1.1113  0.8730  0.0382
H  1.1757  -3.2400  2.1972  0.1061
H  1.1999  1.6219  0.7115  0.0734
H  2.1602  0.2681  0.1100  0.0640
H  3.7877  0.6422  -0.3538  0.0286
H  1.4431  5.9246  1.6889  0.0996
H  0.6654  5.3218  0.1898  0.0858
H  -2.6935  -2.1288  -3.0655  0.1237
H  3.5724  -5.0922  3.2946  0.1183
H  -3.0278  4.6010  -0.2778  0.1003
H  2.3139  5.1069  3.0170  0.1111
H  -0.0197  -3.8460  -1.2693  0.0990
H  5.7268  2.7056  2.1993  0.1163
H  -2.4500  -2.5609  1.1692  0.0862

***

Run c
Below is a 10-piece molecular cluster, C10H40N20O10 overall, with properties calculated with ωB97M-V with the def2-TZVPD basis set.

## Properties
SMILES = NC(N)=O.NC(N)=O.NC(N)=O.NC(N)=O.NC(N)=O.NC(N)=O.NC(N)=O.NC(N)=O.NC(N)=O.NC(N)=O
HOMO = -0.34828 hartree
LUMO = 0.16 eV

Last column: Löwdin charge in e.
Element x y z (Å)
O  4.5147  3.8115  7.7311  -0.0012
O  4.8737  6.6655  -0.6220  -0.0271
O  -5.0360  -5.0657  -2.3465  0.0496
O  -9.7145  1.5436  -4.5438  0.0251
O  5.1948  -4.6435  3.7788  0.0117
O  -0.4871  -7.1626  4.2998  0.0646
O  -6.4562  6.8360  -1.6703  0.0468
O  -0.1143  1.0413  0.4933  -0.0065
O  7.7487  0.7580  0.8116  0.0998
O  1.2407  -3.9202  -4.9071  0.0941
N  4.3604  2.8629  5.7242  0.1436
N  -9.0956  1.4980  -2.4779  0.1540
N  6.8790  -0.4884  -0.6676  0.1728
N  7.9601  1.2157  -1.2578  0.1745
N  -10.6803  0.0110  -3.2141  0.1559
N  -5.0581  -4.5368  -4.4289  0.1595
N  -7.4297  8.5145  -0.5854  0.1599
N  -6.9158  -4.9086  -3.5186  0.1703
N  -0.2737  -0.9229  -0.6558  0.1491
N  5.2609  -5.9241  5.6252  0.1506
N  7.0223  -4.6368  5.2185  0.1284
N  4.9519  8.1275  1.0519  0.1358
N  3.5129  6.4673  1.2569  0.1598
N  -7.7678  8.2837  -2.6349  0.1447
N  3.3112  -3.2204  -4.7942  0.1615
N  2.1008  -2.6228  -6.4150  0.1578
N  -0.8371  -6.5065  2.2504  0.1508
N  -1.9599  0.4086  -0.5663  0.1563
N  -2.4890  -7.4537  3.2544  0.1439
N  6.2772  3.7353  6.2100  0.1457
C  5.0329  3.4721  6.6475  -0.7361
C  -1.2101  -7.0479  3.3636  -0.7987
C  2.1527  -3.3565  -5.3509  -0.8814
C  -9.8208  0.9986  -3.4654  -0.7617
C  5.7728  -5.0320  4.7967  -0.7151
C  -7.0259  7.9016  -1.6438  -0.8071
C  7.4793  0.5640  -0.2933  -0.9369
C  4.4063  7.0569  0.4861  -0.7136
C  -0.7193  0.2599  -0.2729  -0.7593
C  -5.6600  -4.8018  -3.3363  -0.8692
H  7.4001  -4.6396  6.1551  0.0963
H  1.2859  -2.8352  -6.9726  0.1241
H  6.5545  3.2282  5.3817  0.1026
H  4.8715  2.4288  4.9689  0.1071
H  3.1729  5.5551  0.9877  0.1210
H  3.2809  6.8645  2.1560  0.1067
H  -7.3684  -4.6735  -4.3903  0.1188
H  -10.7965  -0.6349  -3.9819  0.1120
H  4.0663  -2.8087  -5.3237  0.1098
H  -7.7619  9.4526  -0.7580  0.1054
H  2.9216  -2.1111  -6.7059  0.1093
H  -8.0940  9.2359  -2.7176  0.1067
H  -7.4238  7.9589  -3.5273  0.1189
H  -2.4383  1.2185  -0.1984  0.1246
H  -10.4785  -0.4375  -2.3320  0.0949
H  -4.0764  -4.6920  -4.2494  0.1278
H  -8.4652  2.2770  -2.6032  0.1198
H  -7.2316  8.3784  0.3956  0.1246
H  0.0851  -6.1054  2.3439  0.1218
H  -5.5174  -4.7432  -5.3044  0.1159
H  -2.9606  -7.4757  2.3615  0.0980
H  3.3869  -3.7165  -3.9177  0.1247
H  6.4325  -1.0347  0.0551  0.1281
H  -7.3882  -5.4028  -2.7752  0.1274
H  4.6016  8.4814  1.9306  0.1013
H  5.8206  8.4093  0.6207  0.1160
H  5.8548  -6.0593  6.4309  0.1041
H  3.3724  3.0519  5.6332  0.1246
H  0.6325  -1.1768  -0.2891  0.1104
H  7.3402  -3.9151  4.5874  0.0999
H  6.7894  4.3894  6.7844  0.1139
H  6.7113  -0.6659  -1.6476  0.1137
H  -2.9452  -8.0374  3.9409  0.1061
H  -2.3790  -0.1123  -1.3234  0.1157
H  4.2987  -6.1768  5.4505  0.1239
H  8.5386  1.9559  -0.8870  0.1262
H  7.7427  1.2960  -2.2409  0.1217
H  -9.1158  1.1238  -1.5400  0.1000
H  -1.4932  -6.1072  1.5945  0.1136
H  -0.5287  -1.5261  -1.4247  0.1098

***

Quick look at relative energies in hartree: run a 0.0064; run b 0.0000; run c 0.0177.